1.
The following is a DFT calculation (ωB97M-V/def2-TZVPD) of a molecular structure, C2H5FSi at a distorted geometry.

## Properties
Lowest unoccupied orbital energy = 0.627 eV
Relative energy (zero: lowest compared OMol25 entry of this formula, charge and spin) = 3.799 eV
Orbital gap = 0.414 Eh

Geometry (Å):
C  -1.048305  1.164867  0.049635
C  -0.513107  -0.013413  -0.012850
F  -1.770593  -1.249841  -0.181967
Si  1.224366  -0.757311  -0.004950
H  -0.658779  2.174362  -0.044683
H  -2.158400  1.034430  0.121360
H  2.031994  -0.332609  1.170631
H  1.044657  -2.233963  -0.353149
H  1.848166  0.213474  -0.744027

Atomic forces in eV per Å
C -2.6 -0.2 -0.2
C -1.5 -2.7 -0.2
F 3.1 2.9 0.7
Si -1.5 -1.4 1.3
H 0.4 -0.5 0.3
H 0.8 0.6 -0.2
H -0.5 -0.8 0.6
H 0.6 1.1 0.1
H 1.2 1.2 -2.4

natural (NBO) population analysis, charges in e, atoms 1 to 6: number 1, C, carries -0.484; number 2, C, carries 0.038; number 3, F, carries -0.499; number 4, Si, carries 0.828; number 5, H, carries 0.251; number 6, H, carries 0.264


2.
The following is a DFT calculation (ωB97M-V/def2-TZVPD) of a molecular structure, C3H6NO at a distorted geometry.

## Properties
Lowest unoccupied orbital energy = -5.000 eV
Relative energy (zero: lowest compared OMol25 entry of this formula, charge and spin) = 2.689 eV
Orbital gap = 0.379 Eh
Total charge = +1

Geometry (Å):
C  1.070288  -0.907934  0.034137
C  -0.148140  -0.109702  -0.550663
C  0.845340  1.075073  -0.270002
N  -1.027367  0.519414  0.447975
O  1.729078  0.386948  0.375182
H  0.898623  -1.627187  0.976260
H  1.685557  -1.446214  -0.706410
H  -0.707538  -0.565046  -1.489140
H  1.035923  2.176085  -0.247767
H  -1.892539  1.054687  0.033435
H  -1.071511  0.148115  1.330773

Atomic forces in eV per Å
C -0.9 -1.8 1.9
C -0.1 0.3 -0.9
C 0.1 -0.5 -0.1
N -0.9 2.0 -3.9
O -0.6 -0.4 -0.3
H 0.4 1.9 -2.0
H -0.4 0.4 0.3
H 1.6 1.5 1.7
H -1.0 -0.8 -0.5
H 2.4 -1.6 1.4
H -0.5 -1.1 2.4

natural (NBO) population analysis, charges in e, atoms 1 to 6: number 1, C, carries -0.095; number 2, C, carries -0.127; number 3, C, carries 0.434; number 4, N, carries -0.766; number 5, O, carries -0.365; number 6, H, carries 0.253


3.
The following is a DFT calculation (ωB97M-V/def2-TZVPD) of a molecular structure, C7H16Br12IO5PSTa at a distorted geometry.

## Properties
Lowest unoccupied orbital energy = 0.712 eV
Orbital gap = 0.188 Eh
Total charge = -1

Geometry (Å):
C  0.440263  0.352993  -2.026036
O  0.984975  1.226647  -2.960677
C  0.710794  2.591313  -2.649839
Ta  1.997450  3.564905  -1.014817
O  0.573133  5.051342  -0.759423
C  3.647208  2.009358  -1.362637
S  4.419085  2.029395  -2.924646
O  5.565548  2.873207  -2.885087
O  3.510625  2.310881  -3.989992
P  3.270168  4.415745  1.121378
O  4.873181  4.558090  0.704955
I  3.273761  2.517083  2.740742
H  -0.648743  0.387205  -2.012250
H  0.717031  -0.651513  -2.314603
H  0.816493  0.518200  -1.018336
H  -0.359526  2.720649  -2.482271
H  0.961025  3.159041  -3.540787
H  1.110673  2.462035  0.198765
H  2.940264  4.724523  -2.104885
H  -0.095613  4.982419  -1.457867
H  4.440799  2.206004  -0.656488
H  3.234826  1.034453  -1.135419
H  4.837625  0.750020  -3.102426
H  5.231275  5.287329  1.232064
C  -1.120750  -3.777381  -1.664787
Br  0.625198  -3.008840  -1.427466
Br  -1.873486  -4.364066  0.010138
Br  -2.305821  -2.577066  -2.592449
H  -1.004186  -4.651148  -2.285258
C  -1.481125  7.483091  -3.240775
Br  -0.703963  7.816616  -4.968248
Br  -2.987201  8.637699  -2.904535
Br  -1.946695  5.632374  -3.020831
H  -0.729355  7.709645  -2.499773
C  -3.514518  -6.960214  3.278382
Br  -3.312361  -5.073613  2.968830
Br  -2.276610  -7.987831  2.223966
Br  -3.381121  -7.387992  5.151038
H  -4.508024  -7.232472  2.960424
C  -5.066786  -9.039541  8.456725
Br  -6.057545  -7.413077  8.186874
Br  -5.165001  -9.635350  10.284226
Br  -5.618243  -10.416066  7.230440
H  -4.031090  -8.822501  8.247933

Atomic forces in eV per Å
C 0.2 -0.4 -0.2
O -0.1 0.2 -0.2
C 0.6 -0.6 1.2
Ta -2.8 2.1 -1.2
O 1.6 -1.9 -0.8
C -0.2 0.4 -0.4
S -0.6 0.2 0.2
O 1.4 0.3 0.4
O -0.9 -0.4 -0.6
P -0.3 -0.1 0.4
O 0.0 0.1 0.1
I 0.2 0.0 0.1
H -0.4 0.2 0.1
H 0.1 0.0 -0.3
H 0.0 0.3 0.3
H -0.4 0.0 0.1
H 0.3 0.3 -0.3
H 0.6 0.0 0.3
H 0.6 0.1 0.4
H 0.0 0.2 0.3
H 0.3 0.1 0.3
H -0.2 -0.4 -0.2
H 0.1 -0.1 0.0
H 0.0 -0.3 -0.2
C 0.1 0.1 0.0
Br -0.1 -0.4 0.2
Br 0.1 0.0 -0.2
Br 0.0 0.0 0.0
H 0.0 -0.1 0.0
C 0.1 0.0 0.0
Br 0.0 0.0 0.0
Br 0.0 0.0 0.0
Br -0.1 0.0 -0.1
H 0.0 0.0 0.1
C 0.1 0.0 0.0
Br -0.1 -0.1 0.2
Br 0.0 0.0 0.0
Br 0.0 0.0 0.0
H -0.1 0.0 0.0
C -0.1 0.0 0.0
Br 0.0 0.0 0.0
Br 0.0 0.0 0.0
Br 0.0 0.0 0.0
H 0.1 0.0 0.0

natural (NBO) population analysis, charges in e, atoms 1 to 6: number 1, C, carries -0.250; number 2, O, carries -0.551; number 3, C, carries -0.565; number 4, Ta, carries 1.965; number 5, O, carries -1.035; number 6, C, carries -1.245


4.
The following is a DFT calculation (ωB97M-V/def2-TZVPD) of a molecular structure, C24H25IrN5O5S2 at a distorted geometry.

## Properties
Spin multiplicity = 5
Lowest unoccupied orbital energy (alpha / beta) = 2.610 / 1.442 eV
Orbital gap (alpha / beta) = 0.213 / 0.231 Eh
Total charge = -1

Geometry (Å):
Ir  0.306935  -1.144437  0.746386
O  -2.565563  -1.594509  -2.354826
C  -1.967928  -1.620412  -1.291714
N  -0.737265  -2.117154  -1.038394
C  -0.081206  -2.928265  -1.889657
O  -0.530092  -3.543429  -2.842764
C  1.345800  -3.160425  -1.450421
C  2.143134  -4.032358  -2.186860
C  3.385107  -4.385840  -1.700023
C  3.803893  -3.833723  -0.498378
C  2.975734  -2.925358  0.138342
N  1.773968  -2.599729  -0.321043
C  -2.560283  -0.984307  -0.067176
C  -3.721538  -0.230234  -0.173573
C  -4.263467  0.337000  0.966138
C  -3.632587  0.101995  2.181676
C  -2.472437  -0.648806  2.197352
N  -1.929795  -1.174059  1.100671
H  1.741535  -4.431016  -3.107156
H  4.011530  -5.087427  -2.233881
H  4.752112  -4.103280  -0.056301
H  3.281597  -2.444798  1.058676
H  -4.165981  -0.115459  -1.150956
H  -5.161672  0.934747  0.916665
H  -4.035718  0.499981  3.102663
H  -1.955715  -0.850062  3.126692
C  0.613523  -1.467129  5.354888
C  1.025328  -1.327031  3.914499
S  0.398204  -2.537080  2.861608
C  1.867515  -0.323899  3.508693
C  2.442940  0.647825  4.496107
S  2.366484  -0.079344  1.885096
H  0.028895  -2.374320  5.474361
H  0.002367  -0.614140  5.658021
H  1.475159  -1.511367  6.021174
H  2.803331  0.143665  5.389222
H  1.683302  1.369204  4.794195
H  3.265725  1.186535  4.034842
C  -2.340574  1.535646  -3.403368
C  -1.069249  2.346150  -3.616592
C  -0.268593  2.504934  -2.311173
C  0.965648  3.397482  -2.577872
C  1.848898  3.576719  -1.349156
C  -1.129305  3.221771  -1.296171
O  -1.772482  4.222866  -1.537351
N  -1.108193  2.691758  -0.041482
C  -0.491754  1.495013  0.332255
O  -0.553204  1.158909  1.517440
N  0.113513  0.751740  -0.580490
C  0.260766  1.119883  -1.873341
O  0.838823  0.425935  -2.684350
H  -2.889536  1.433903  -4.336760
H  -2.986950  2.023736  -2.674839
H  -2.098729  0.537935  -3.048294
H  -1.326622  3.340717  -3.989296
H  -0.428846  1.847690  -4.346552
H  0.616160  4.374413  -2.921110
H  1.540563  2.932954  -3.381336
H  1.284138  4.019494  -0.530931
H  2.686897  4.233455  -1.579508
H  2.241247  2.618803  -1.015775
H  -1.645482  3.156539  0.681213

Atomic forces in eV per Å
Ir 1.2 -0.6 0.4
O -0.3 0.0 0.1
C 0.5 -0.2 -0.5
N 0.1 0.2 0.4
C -0.3 0.0 0.0
O 0.3 0.0 -0.1
C 0.3 -0.4 -0.3
C -0.2 0.0 0.0
C 0.0 0.1 0.1
C 0.0 0.0 -0.1
C 0.3 -0.1 0.2
N -0.1 -0.2 -0.2
C -0.5 0.2 0.3
C 0.0 -0.1 0.0
C 0.2 -0.2 0.1
C -0.2 0.0 -0.1
C -0.1 -0.2 0.2
N -0.7 0.3 -0.3
H 0.0 0.0 0.0
H 0.0 0.0 0.0
H 0.1 0.1 0.0
H -0.1 0.0 0.0
H 0.0 0.0 -0.1
H -0.1 0.1 0.0
H 0.1 0.0 0.0
H 0.2 0.0 0.0
C 0.1 0.1 0.0
C -0.8 -1.3 -0.2
S 0.2 0.6 0.0
C 0.8 0.6 -1.0
C 0.0 0.0 0.1
S -0.4 -0.1 0.3
H 0.0 0.0 0.1
H 0.0 0.1 0.1
H 0.1 0.0 0.1
H 0.0 0.0 0.2
H -0.1 0.1 0.1
H 0.0 0.1 0.1
C 0.2 0.0 -0.1
C -0.2 0.0 0.1
C 0.2 0.0 -0.7
C 0.1 0.1 0.2
C 0.0 0.0 -0.2
C 0.1 -0.2 0.2
O 0.0 0.2 -0.1
N -0.2 0.2 0.5
C -0.2 0.8 0.0
O -0.2 0.3 0.1
N 0.2 -0.7 0.1
C -0.2 0.4 0.1
O 0.1 -0.1 -0.2
H -0.1 0.0 -0.1
H -0.1 0.0 0.0
H -0.1 -0.1 0.0
H 0.1 0.0 0.0
H 0.0 0.1 0.1
H -0.1 -0.1 -0.1
H -0.1 0.0 0.0
H 0.0 0.1 0.1
H 0.1 0.0 0.0
H 0.1 -0.1 0.1
H 0.1 0.0 -0.2

Löwdin population analysis, charges in e, atoms 1 to 6: number 1, Ir, carries 0.993; number 2, O, carries 0.063; number 3, C, carries -0.465; number 4, N, carries 0.027; number 5, C, carries -0.452; number 6, O, carries 0.068